A single C3H2Cl3N molecule. Source: OMol25; level of theory: wB97M-V/def2-TZVPD.

Results
Net charge: 0
Orbital gap (alpha / beta), Ha: 0.285 / 0.270
Calculated total energy, a.u.: -1550.70950

XYZ file:
```
9
Properties=species:S:1:pos:R:3:forces:R:3
C -2.555021 -0.586412 -1.830592 -0.76 -0.40 -0.29
C -0.383486 0.645040 -1.720047 -0.19 -0.23 -0.76
C -1.755930 0.266728 -1.100225 3.14 0.70 -1.00
N -3.014339 -1.400080 -2.505173 -0.31 -0.11 -0.09
Cl 0.954417 0.490195 -0.484698 -0.66 0.02 -0.77
Cl -1.940112 3.455853 -0.468771 -0.19 1.08 -0.30
Cl -2.070989 1.243112 0.117083 -1.09 -0.56 1.55
H -0.145381 -0.015164 -2.636527 -0.32 1.26 1.58
H -0.475940 1.771284 -1.956372 0.37 -1.77 0.08
```
Forces are in eV/Å.

A single C3H2ClF5O molecule. Source: OMol25; level of theory: wB97M-V/def2-TZVPD.

Results
Net charge: 0
Orbital gap, Ha: 0.457
Calculated total energy, a.u.: -1150.29024

XYZ file:
```
12
Properties=species:S:1:pos:R:3:forces:R:3
F -1.989901 2.001619 -0.443682 -0.79 0.01 0.54
C -1.598404 0.737642 -0.640670 0.36 1.01 -1.98
F -2.362496 -0.154824 -0.007637 -0.20 0.12 0.60
O -0.298999 0.759821 -0.169648 0.10 0.44 0.25
C 0.305559 -0.444056 -0.031444 -0.70 -2.16 0.13
Cl 0.688120 -1.130701 -1.697000 0.20 0.19 0.86
C 1.573078 -0.323230 0.872287 -0.92 -0.29 -0.51
F 1.174507 -0.036602 2.130061 0.26 0.02 -0.54
F 2.356355 0.614048 0.400708 0.46 1.07 0.06
F 2.297679 -1.437525 0.901421 -0.41 -0.40 0.13
H -1.713152 0.572615 -1.740525 0.50 -0.33 0.82
H -0.432348 -1.158807 0.426129 1.13 0.32 -0.35
```
Forces are in eV/Å.

2 unconnected molecules or ions with the total composition C3H2ClF6N. Source: OMol25; level of theory: wB97M-V/def2-TZVPD.

Results
Net charge: 0
Orbital gap, Ha: 0.278
Calculated total energy, a.u.: -1229.53734

XYZ file:
```
13
Properties=species:S:1:pos:R:3:forces:R:3
C 0.426158 0.009685 0.522949 -3.58 -2.62 -2.03
C 0.513000 1.194345 -0.300225 0.38 3.33 -1.16
C 0.649304 -1.309176 -0.243723 -1.28 -0.42 -0.64
N -2.097163 -0.231466 0.341437 3.01 -2.11 3.77
F -0.275580 1.196412 -1.373437 0.32 -0.66 -0.55
F 0.150993 2.311109 0.349064 0.07 -0.02 0.81
F 1.796212 1.432907 -0.711504 -0.52 -0.55 0.02
F 1.903543 -1.505845 -0.592548 1.33 0.37 0.01
F -0.061106 -1.410661 -1.387566 0.08 0.67 0.27
F 0.288260 -2.336574 0.491482 -0.20 -0.54 0.99
Cl 0.999223 0.066601 2.041515 0.65 0.11 1.82
H -2.094408 0.357171 -0.420538 -0.21 2.34 -1.74
H -2.198432 0.225495 1.283099 -0.04 0.09 -1.56
```
Forces are in eV/Å.

A single C3H2ClFN2S molecule. Source: OMol25; level of theory: wB97M-V/def2-TZVPD.

Results
Net charge: 0
Orbital gap, Ha: 0.299
Calculated total energy, a.u.: -1183.17165

XYZ file:
```
10
Properties=species:S:1:pos:R:3:forces:R:3
F -1.707887 2.651745 -0.100654 1.31 -2.42 -0.10
C -1.076807 1.387111 -0.225169 0.13 0.37 0.54
C -0.312231 0.847051 0.778342 -0.86 0.16 -2.61
Cl -0.035175 1.656083 2.270217 0.04 -0.57 -0.35
N 0.271797 -0.451096 0.555476 0.34 0.40 1.80
N 0.502082 -0.857139 -0.726156 0.24 -1.01 -0.65
C 0.979017 -1.949960 -1.004306 -0.18 0.61 -0.40
S 1.615949 -3.293411 -1.506189 -0.21 0.41 0.22
H -1.221197 0.867975 -1.222438 0.06 0.97 1.53
H 0.984452 -0.858358 1.180876 -0.86 1.10 0.02
```
Forces are in eV/Å.

Please write out number 1 again, unchanged.
A single C3H2Cl3N molecule. Source: OMol25; level of theory: wB97M-V/def2-TZVPD.

Results
Net charge: 0
Orbital gap (alpha / beta), Ha: 0.285 / 0.270
Calculated total energy, a.u.: -1550.70950

XYZ file:
```
9
Properties=species:S:1:pos:R:3:forces:R:3
C -2.555021 -0.586412 -1.830592 -0.76 -0.40 -0.29
C -0.383486 0.645040 -1.720047 -0.19 -0.23 -0.76
C -1.755930 0.266728 -1.100225 3.14 0.70 -1.00
N -3.014339 -1.400080 -2.505173 -0.31 -0.11 -0.09
Cl 0.954417 0.490195 -0.484698 -0.66 0.02 -0.77
Cl -1.940112 3.455853 -0.468771 -0.19 1.08 -0.30
Cl -2.070989 1.243112 0.117083 -1.09 -0.56 1.55
H -0.145381 -0.015164 -2.636527 -0.32 1.26 1.58
H -0.475940 1.771284 -1.956372 0.37 -1.77 0.08
```
Forces are in eV/Å.

Question: Which value of net charge does entry 3 give?
Answer: 0

Question: calculated total energy of number 2 (C3H2ClF5O)?
Answer: -1150.29024 a.u.